C48H48AsFeN3P | ωB97M-V with the def2-TZVPD basis set

The charge is +2. The strongest force on any atom is 1.0 eV/A. The value obtained for the total energy is -5862.4149 Ha. Its gap between HOMO and LUMO (spin up / spin down) is 0.17282 / 0.23304 Eh. Its expectation value of S² is 1.203. As for the spin multiplicity: 2.

Cartesian coordinates (Å):
Fe1 -0.59 0.26 0.23
N1 7.81 0.36 6.09
C1 6.87 0.35 5.45
C2 5.68 0.33 4.63
C3 5.32 1.46 3.90
C4 4.19 1.43 3.11
C5 3.40 0.28 3.05
C6 3.75 -0.84 3.80
C7 4.89 -0.82 4.58
C8 2.18 0.26 2.20
C9 0.94 0.40 2.80
C10 0.64 0.58 4.17
C11 -0.73 0.77 4.28
C12 -1.23 0.70 2.99
N2 -0.24 0.48 2.08
C13 2.32 0.14 0.82
C14 3.52 0.10 0.08
C15 3.18 0.06 -1.26
C16 1.78 0.04 -1.30
N3 1.25 0.09 -0.07
H1 5.93 2.35 3.96
H2 3.90 2.31 2.54
H3 3.13 -1.73 3.76
H4 5.17 -1.69 5.16
H5 1.37 0.59 4.96
H6 -1.31 0.93 5.17
H7 -2.26 0.81 2.67
H8 4.51 0.12 0.51
H9 3.83 0.02 -2.11
H10 1.16 0.01 -2.18
C17 -4.40 -4.96 -2.12
C18 -3.11 -5.43 -1.89
C19 -2.12 -4.56 -1.46
C20 -2.42 -3.21 -1.28
C21 -3.71 -2.74 -1.50
C22 -4.70 -3.63 -1.92
As1 -0.97 -2.13 -0.61
C23 0.51 -2.74 -1.66
C24 1.78 -2.97 -1.13
C25 2.81 -3.37 -1.96
C26 2.58 -3.52 -3.32
C27 1.32 -3.28 -3.86
C28 0.29 -2.88 -3.03
C29 -0.83 -2.85 1.18
C30 -1.74 -2.35 2.11
C31 -1.79 -2.87 3.39
C32 -0.91 -3.88 3.76
C33 -0.01 -4.39 2.84
C34 0.03 -3.88 1.54
H11 -5.17 -5.65 -2.45
H12 -2.87 -6.47 -2.04
H13 -1.12 -4.94 -1.28
H14 -3.96 -1.71 -1.34
H15 -5.71 -3.26 -2.09
H16 1.97 -2.83 -0.07
H17 3.79 -3.55 -1.55
H18 3.39 -3.83 -3.97
H19 1.15 -3.39 -4.92
H20 -0.70 -2.70 -3.44
H21 -2.45 -1.58 1.81
H22 -2.51 -2.49 4.10
H23 -0.94 -4.28 4.76
H24 0.65 -5.20 3.11
H25 0.71 -4.32 0.82
C35 -2.34 4.82 -0.97
C36 -2.38 3.52 -0.17
C37 -1.74 3.75 1.20
C38 -3.82 3.03 0.02
P1 -1.38 2.18 -1.03
C39 0.21 3.00 -1.36
C40 1.12 3.07 -0.29
C41 2.33 3.72 -0.44
C42 2.66 4.30 -1.65
C43 1.78 4.24 -2.72
C44 0.56 3.60 -2.58
C45 -2.16 1.58 -2.62
C46 -3.28 0.61 -2.24
C47 -1.09 0.78 -3.38
C48 -2.75 2.68 -3.52
H26 -2.80 5.60 -0.36
H27 -2.89 4.76 -1.90
H28 -1.32 5.14 -1.18
H29 -2.40 4.39 1.79
H30 -0.78 4.25 1.12
H31 -1.60 2.82 1.76
H32 -4.37 3.76 0.61
H33 -3.86 2.07 0.55
H34 -4.35 2.93 -0.93
H35 0.87 2.63 0.66
H36 3.02 3.78 0.40
H37 3.61 4.82 -1.77
H38 2.03 4.70 -3.66
H39 -0.12 3.58 -3.41
H40 -2.95 -0.10 -1.49
H41 -3.58 0.04 -3.13
H42 -4.17 1.11 -1.86
H43 -0.83 -0.13 -2.84
H44 -0.18 1.35 -3.56
H45 -1.49 0.48 -4.35
H46 -3.61 3.16 -3.06
H47 -3.10 2.21 -4.44
H48 -2.04 3.45 -3.80

These are the Mulliken partial charges, in e, on atoms 1 to 99: 0.33 -0.45 -0.27 0.63 -0.89 0.13 -0.55 -0.11 -0.88 1.42 -0.65 -0.67 -1.72 -0.84 1.66 -0.72 -0.53 -2.16 -0.28 1.91 0.49 0.54 0.65 0.48 0.73 0.55 0.60 0.75 0.61 0.25 -0.55 -0.83 -0.48 0.94 -0.33 -0.87 1.48 0.62 -0.28 -1.03 -0.71 -0.95 -0.59 1.01 -0.58 -0.84 -0.73 -0.95 -0.52 0.43 0.44 0.39 0.39 0.46 0.36 0.48 0.44 0.48 0.49 0.47 0.49 0.45 0.50 0.51 -1.43 2.10 -1.63 -1.76 -0.10 1.24 -0.88 -0.75 -0.94 -0.87 -0.45 2.14 -1.60 -1.49 -1.71 0.52 0.30 0.31 0.63 0.36 0.35 0.56 0.24 0.33 0.49 0.45 0.45 0.50 0.13 -0.41 0.77 0.37 -0.16 0.39 0.75

C5H10NO2 | ωB97M-V with the def2-TZVPD basis set

The charge is +1. The strongest force on any atom is 12.0 eV/A. The value obtained for the total energy is -401.2574 Ha. Its gap between HOMO and LUMO (spin up / spin down) is 0.23396 / 0.32399 Eh. Its expectation value of S² is 2.006. As for the spin multiplicity: 3.

Cartesian coordinates (Å):
C1 -0.13 -1.30 -1.82
C2 -0.97 -0.31 -1.95
C3 0.60 -1.46 -0.52
C4 0.12 -0.26 0.46
C5 0.96 1.50 1.83
N1 -0.95 0.57 -0.81
O1 -0.80 -0.66 1.24
O2 1.15 0.54 0.76
H1 0.13 -2.03 -2.57
H2 -1.55 0.06 -2.79
H3 0.25 -2.54 -0.22
H4 1.78 -1.48 -0.60
H5 1.52 1.18 2.74
H6 -0.11 1.56 2.16
H7 1.16 2.55 1.51
H8 -0.40 1.32 -1.08
H9 -1.82 0.87 -0.40
H10 -0.94 -0.11 2.06

Formally, the Mulliken partial charges of the atoms, in units of the elementary charge, are as follows: -0.51 -0.45 -0.65 0.82 -0.76 -0.31 -0.38 -0.31 0.46 0.51 0.31 0.32 0.30 0.32 0.30 0.32 0.32 0.40

C10H20NO2S3Zr | ωB97M-V with the def2-TZVPD basis set

The charge is +1. The strongest force on any atom is 4.0 eV/A. The value obtained for the total energy is -1839.7042 Ha. Its gap between HOMO and LUMO is 0.27480 Eh.

Cartesian coordinates (Å):
Zr1 0.57 0.01 0.07
C1 3.65 0.27 1.28
S1 3.65 -0.92 -0.09
C2 4.13 0.22 -1.41
O1 2.14 -1.15 -0.35
H1 4.69 0.50 1.52
H2 3.19 -0.20 2.15
H3 3.08 1.17 0.99
H4 5.10 0.65 -1.17
H5 3.36 1.01 -1.46
H6 4.19 -0.32 -2.35
C3 -3.93 0.57 0.13
S2 -2.40 -0.14 0.79
C4 -2.80 -1.89 0.45
O2 -1.40 0.15 -0.33
H7 -4.04 0.29 -0.92
H8 -3.87 1.65 0.22
H9 -4.78 0.20 0.70
H10 -3.69 -2.18 1.00
H11 -1.96 -2.50 0.77
H12 -2.98 -2.01 -0.62
C5 0.01 2.38 2.47
C6 0.01 0.95 2.94
C7 -0.39 0.42 4.14
C8 -0.21 -0.98 4.05
C9 0.28 -1.25 2.80
C10 0.61 -2.58 2.19
N1 0.44 -0.06 2.11
H13 -0.44 3.01 3.23
H14 -0.56 2.48 1.53
H15 1.03 2.72 2.29
H16 -0.75 0.95 5.00
H17 -0.40 -1.70 4.83
H18 1.58 -2.95 2.54
H19 0.64 -2.53 1.09
H20 -0.14 -3.32 2.49
S3 1.44 2.08 -0.55

Formally, the Mulliken partial charges of the atoms, in units of the elementary charge, are as follows: 1.20 -0.64 0.39 -0.70 -0.54 0.44 0.21 0.15 0.38 0.16 0.34 -1.12 0.83 -0.98 -0.67 0.37 0.38 0.43 0.46 0.17 0.38 -1.28 0.28 -0.71 -0.86 0.23 -1.30 0.56 0.39 0.25 0.26 0.55 0.56 0.28 0.28 0.38 -0.56

C2H5ClOS | ωB97M-V with the def2-TZVPD basis set

The strongest force on any atom is 2.7 eV/A. The value obtained for the total energy is -1012.6919 Ha. Its gap between HOMO and LUMO (spin up / spin down) is 0.26329 / 0.26398 Eh.

Cartesian coordinates (Å):
C1 -0.03 -0.21 -1.31
C2 0.53 0.09 0.03
O1 -1.11 -0.81 1.64
S1 0.44 1.70 0.63
Cl1 1.67 -0.98 0.68
H1 -0.95 -0.79 -1.22
H2 -0.25 0.72 -1.84
H3 0.68 -0.80 -1.89
H4 -1.93 -0.35 1.44
H5 0.94 1.44 1.84

Formally, the Mulliken partial charges of the atoms, in units of the elementary charge, are as follows: -1.11 0.64 -0.74 -0.12 -0.08 0.28 0.38 0.33 0.23 0.19

CH2N4O2 | ωB97M-V with the def2-TZVPD basis set

The strongest force on any atom is 3.8 eV/A. The value obtained for the total energy is -408.6172 Ha. Its gap between HOMO and LUMO is 0.31473 Eh. As for the structure (SMILES): O/N=c1\nn[nH]o1.

Cartesian coordinates (Å):
C1 -0.27 0.12 -0.01
H1 -2.95 -0.78 -1.10
H2 2.07 0.20 1.76
N1 -1.52 -0.19 -0.14
N2 0.83 -0.17 -0.87
N3 1.92 0.17 -0.28
N4 1.69 0.64 0.93
O1 -1.97 -0.50 -1.45
O2 0.20 0.51 1.17

Formally, the Mulliken partial charges of the atoms, in units of the elementary charge, are as follows: 0.60 0.41 0.30 -0.41 -0.10 -0.22 0.07 -0.35 -0.29

C5H6F2 | ωB97M-V with the def2-TZVPD basis set

The strongest force on any atom is 4.9 eV/A. The value obtained for the total energy is -393.5575 Ha. Its gap between HOMO and LUMO (spin up / spin down) is 0.32504 / 0.31974 Eh. Its expectation value of S² is 2.020. As for the spin multiplicity: 3.

Cartesian coordinates (Å):
C1 -1.37 0.95 -0.83
C2 -2.98 0.05 0.27
C3 -0.26 1.45 -0.04
C4 -0.26 0.03 -0.58
C5 -0.43 -1.19 0.23
F1 -3.15 -1.03 -0.49
F2 -4.10 0.70 0.37
H1 0.29 2.20 -0.76
H2 -0.33 1.86 1.00
H3 0.27 0.09 -1.47
H4 -0.85 -0.81 1.14
H5 0.59 -1.53 0.61
H6 -0.95 -1.91 -0.25

Formally, the Mulliken partial charges of the atoms, in units of the elementary charge, are as follows: -0.13 0.19 -0.50 0.17 -1.38 -0.19 -0.16 0.21 0.27 0.45 0.40 0.33 0.35